DFT (wB97M-V/def2-TZVPD) results for a single C18H23FN4O3 molecule.

Summary:
**HOMO level**: -8.03 eV
**Gap between HOMO and LUMO**: 0.307 Ha
**ΔE to the lowest compared entry with this formula, charge and spin**: 84.2 kJ/mol
**Structure (SMILES)**: CCN(CC)CCCN/C=C1/C(=O)NC(=O)N(c2ccccc2F)C1=O

Each atom is followed by the atoms it is bonded to, with distances in Å.
Geometry (Å):
1 C -5.85311 -0.72405 -1.43987  H2 1.087, H3 1.088, H4 1.086, C5 1.535
2 H -5.34916 -0.92772 -2.38092  C1 1.087
3 H -6.92151 -0.86140 -1.59087  C1 1.088
4 H -5.67606 0.31181 -1.16483  C1 1.086
5 C -5.36792 -1.68878 -0.34884  C1 1.535, N6 1.440, H48 1.094, H49 1.098
6 N -3.97574 -1.63192 0.01518  C5 1.440, C7 1.435, C41 1.443
7 C -3.58058 -0.77256 1.09422  N6 1.435, H8 1.092, C9 1.545, H40 1.099
8 H -2.51374 -0.94687 1.25162  C7 1.092
9 C -3.83306 0.74011 0.90333  C7 1.545, H10 1.090, H11 1.091, C12 1.534
10 H -3.56476 1.03263 -0.11169  C9 1.090
11 H -4.89127 0.95733 1.05399  C9 1.091
12 C -3.01221 1.58547 1.88551  C9 1.534, N13 1.438, H38 1.094, H39 1.093
13 N -1.60672 1.47915 1.59965  C12 1.438, C14 1.313, H37 1.026
14 C -0.94764 2.26417 0.77939  N13 1.313, C15 1.385, H36 1.085
15 C 0.32559 1.99684 0.30446  C14 1.385, C16 1.443, C22 1.449
16 C 0.97024 0.74485 0.61740  C15 1.443, O17 1.226, N18 1.391
17 O 0.50573 -0.09499 1.38083  C16 1.226
18 N 2.19071 0.50750 -0.00612  C16 1.391, C19 1.386, C25 1.427
19 C 2.86124 1.40714 -0.82021  N18 1.386, O20 1.206, N21 1.372
20 O 3.93392 1.16588 -1.31542  C19 1.206
21 N 2.21028 2.59777 -1.02243  C19 1.372, C22 1.389, H24 1.014
22 C 0.95931 2.97789 -0.55263  C15 1.449, N21 1.389, O23 1.213
23 O 0.49170 4.05393 -0.85987  C22 1.213
24 H 2.68628 3.25968 -1.62504  N21 1.014
25 C 2.78711 -0.77405 0.18783  N18 1.427, C26 1.385, C30 1.390
26 C 4.00870 -0.91136 0.82675  C25 1.385, C27 1.384, H35 1.078
27 C 4.55864 -2.16880 1.00451  C26 1.384, C28 1.385, H34 1.079
28 C 3.88816 -3.29510 0.55866  C27 1.385, C29 1.384, H33 1.079
29 C 2.66715 -3.17212 -0.08120  C28 1.384, C30 1.381, H32 1.078
30 C 2.13179 -1.91235 -0.26763  C25 1.390, C29 1.381, F31 1.347
31 F 0.95962 -1.78607 -0.91889  C30 1.347
32 H 2.12853 -4.03291 -0.44450  C29 1.078
33 H 4.31682 -4.27459 0.70440  C28 1.079
34 H 5.51325 -2.26743 1.49730  C27 1.079
35 H 4.52409 -0.02881 1.17087  C26 1.078
36 H -1.41934 3.18537 0.45314  C14 1.085
37 H -1.11210 0.61369 1.84095  N13 1.026
38 H -3.30824 2.63529 1.80697  C12 1.094
39 H -3.18572 1.24272 2.90863  C12 1.093
40 H -4.10848 -1.09307 2.00268  C7 1.099
41 C -2.98562 -1.94957 -0.98594  N6 1.443, C42 1.534, H46 1.092, H47 1.097
42 C -2.37238 -0.78110 -1.76856  C41 1.534, H43 1.087, H44 1.087, H45 1.087
43 H -3.13519 -0.17606 -2.25175  C42 1.087
44 H -1.70935 -1.17735 -2.53342  C42 1.087
45 H -1.77802 -0.14854 -1.11390  C42 1.087
46 H -3.45193 -2.64552 -1.68701  C41 1.092
47 H -2.16424 -2.47955 -0.48733  C41 1.097
48 H -5.94651 -1.51726 0.56315  C5 1.094
49 H -5.58033 -2.71141 -0.68653  C5 1.098

natural (NBO) charges in e:
1 C -0.628
2 H 0.203
3 H 0.210
4 H 0.200
5 C -0.199
6 N -0.465
7 C -0.206
8 H 0.196
9 C -0.429
10 H 0.210
11 H 0.208
12 C -0.216
13 N -0.532
14 C 0.219
15 C -0.437
16 C 0.691
17 O -0.642
18 N -0.489
19 C 0.807
20 O -0.596
21 N -0.642
22 C 0.677
23 O -0.612
24 H 0.432
25 C 0.050
26 C -0.158
27 C -0.226
28 C -0.184
29 C -0.300
30 C 0.472
31 F -0.329
32 H 0.230
33 H 0.218
34 H 0.219
35 H 0.228
36 H 0.228
37 H 0.449
38 H 0.207
39 H 0.206
40 H 0.188
41 C -0.203
42 C -0.630
43 H 0.200
44 H 0.218
45 H 0.199
46 H 0.193
47 H 0.192
48 H 0.189
49 H 0.186



DFT (wB97M-V/def2-TZVPD) results for 2 unconnected molecules or ions with the total composition C18H23N2O.

Summary:
**HOMO level**: -10.50 eV
**Gap between HOMO and LUMO**: 0.239 Ha
**ΔE to the lowest compared entry with this formula, charge and spin**: 133.0 kJ/mol
**Charge**: +1

Each atom is followed by the atoms it is bonded to, with distances in Å.
Geometry (Å):
1 C -5.79923 2.53615 -1.13408  O2 1.449, H10 1.093, H11 1.101, H12 1.101
2 O -5.07750 1.40733 -1.68514  C1 1.449, C3 1.360
3 C -3.72650 1.31676 -1.55765  O2 1.360, C4 1.418, C9 1.418
4 C -3.12377 0.17758 -2.14857  C3 1.418, C5 1.384, H13 1.093
5 C -1.75597 -0.00616 -2.04703  C4 1.384, C6 1.403, H14 1.091
6 C -0.97566 0.91692 -1.33503  C5 1.403, N7 1.402, C8 1.404
7 N 0.40650 0.70878 -1.22388  C6 1.402, H15 1.017, H16 1.017
8 C -1.57025 2.03544 -0.73031  C6 1.404, C9 1.391, H17 1.091
9 C -2.93407 2.27153 -0.87104  C3 1.418, C8 1.391, H18 1.096
10 H -6.84240 2.29450 -1.35432  C1 1.093
11 H -5.64557 2.62384 -0.04711  C1 1.101
12 H -5.50905 3.47351 -1.63382  C1 1.101
13 H -3.77209 -0.51300 -2.69472  C4 1.093
14 H -1.28895 -0.86068 -2.53941  C5 1.091
15 H 0.90329 1.37284 -0.63558  N7 1.017
16 H 0.88322 0.46056 -2.08675  N7 1.017
17 H -0.92678 2.74944 -0.21397  C8 1.091
18 H -3.37336 3.19170 -0.46816  C9 1.096
19 C -1.66789 -0.88744 3.36534  N20 1.456, H31 1.093, H32 1.100, H33 1.098
20 N -0.27684 -0.87563 2.93503  C19 1.456, C21 1.455, C22 1.330
21 C 0.75961 -0.92769 3.95554  N20 1.455, H34 1.096, H35 1.099, H36 1.100
22 C 0.00969 -0.81519 1.63767  N20 1.330, C23 1.396, H37 1.100
23 C 1.30142 -0.71953 1.11616  C22 1.396, C24 1.405, H38 1.096
24 C 1.55053 -0.85646 -0.25963  C23 1.405, C25 1.465, H39 1.091
25 C 2.92966 -0.93662 -0.74812  C24 1.465, C26 1.412, C30 1.414
26 C 3.24152 -1.74493 -1.86366  C25 1.412, C27 1.394, H40 1.094
27 C 4.56414 -1.92961 -2.26445  C26 1.394, C28 1.404, H41 1.092
28 C 5.61023 -1.31055 -1.56246  C27 1.404, C29 1.402, H42 1.092
29 C 5.31486 -0.51189 -0.44885  C28 1.402, C30 1.398, H43 1.092
30 C 3.99046 -0.32281 -0.04291  C25 1.414, C29 1.398, H44 1.093
31 H -1.69519 -1.10650 4.43537  C19 1.093
32 H -2.14417 0.08632 3.17708  C19 1.100
33 H -2.23390 -1.64699 2.80912  C19 1.098
34 H 0.25021 -1.07622 4.91499  C21 1.096
35 H 1.45507 -1.75923 3.77420  C21 1.099
36 H 1.33406 0.00978 3.98497  C21 1.100
37 H -0.86189 -0.83395 0.96660  C22 1.100
38 H 2.13101 -0.58658 1.82015  C23 1.096
39 H 0.80147 -1.37204 -0.86327  C24 1.091
40 H 2.43166 -2.24907 -2.40022  C26 1.094
41 H 4.79230 -2.57361 -3.11687  C27 1.092
42 H 6.64863 -1.47080 -1.86066  C28 1.092
43 H 6.12051 -0.04447 0.12129  C29 1.092
44 H 3.77099 0.30463 0.82419  C30 1.093

natural (NBO) charges in e:
1 C -0.259
2 O -0.491
3 C 0.315
4 C -0.235
5 C -0.247
6 C 0.154
7 N -0.762
8 C -0.236
9 C -0.291
10 H 0.216
11 H 0.182
12 H 0.188
13 H 0.243
14 H 0.216
15 H 0.402
16 H 0.399
17 H 0.215
18 H 0.235
19 C -0.411
20 N -0.329
21 C -0.424
22 C 0.188
23 C -0.439
24 C 0.033
25 C -0.073
26 C -0.176
27 C -0.210
28 C -0.156
29 C -0.208
30 C -0.181
31 H 0.225
32 H 0.218
33 H 0.222
34 H 0.228
35 H 0.225
36 H 0.217
37 H 0.223
38 H 0.230
39 H 0.219
40 H 0.219
41 H 0.235
42 H 0.235
43 H 0.233
44 H 0.215



DFT (wB97M-V/def2-TZVPD) results for a single C18H23N3O2 molecule.

Summary:
**HOMO level**: -8.23 eV
**Gap between HOMO and LUMO**: 0.324 Ha
**ΔE to the lowest compared entry with this formula, charge and spin**: 173.3 kJ/mol
**Structure (SMILES)**: CCc1ccc(C2=NN(CCC(=O)NC3CC3)C(=O)CC2)cc1

Each atom is followed by the atoms it is bonded to, with distances in Å.
Geometry (Å):
1 C 2.60780 -1.88940 4.68273  H2 1.088, H3 1.088, H4 1.088, C5 1.530
2 H 2.88072 -0.87531 4.39966  C1 1.088
3 H 3.12788 -2.14760 5.60225  C1 1.088
4 H 2.93723 -2.56283 3.89485  C1 1.088
5 C 1.09327 -1.99756 4.87454  C1 1.530, C6 1.500, H45 1.092, H46 1.092
6 C 0.38551 -1.63406 3.60243  C5 1.500, C7 1.391, C11 1.389
7 C 0.07298 -0.30926 3.31803  C6 1.391, C8 1.378, H44 1.081
8 C -0.52157 0.03511 2.12327  C7 1.378, C9 1.397, H43 1.079
9 C -0.82650 -0.93748 1.16831  C8 1.397, C10 1.393, C14 1.462
10 C -0.52073 -2.26562 1.45753  C9 1.393, C11 1.381, H13 1.080
11 C 0.07938 -2.60232 2.65544  C6 1.389, C10 1.381, H12 1.081
12 H 0.31817 -3.63695 2.85730  C11 1.081
13 H -0.71938 -3.04285 0.73500  C10 1.080
14 C -1.41498 -0.52678 -0.10589  C9 1.462, N15 1.278, C20 1.505
15 N -1.12488 0.64872 -0.51637  C14 1.278, N16 1.353
16 N -1.65043 1.12874 -1.66653  N15 1.353, C17 1.370, C25 1.450
17 C -2.20655 0.35770 -2.65303  N16 1.370, O18 1.212, C19 1.512
18 O -2.63979 0.85102 -3.67184  C17 1.212
19 C -2.16795 -1.12737 -2.36914  C17 1.512, C20 1.524, H23 1.090, H24 1.096
20 C -2.34754 -1.41585 -0.88322  C14 1.505, C19 1.524, H21 1.089, H22 1.097
21 H -2.17848 -2.47059 -0.67281  C20 1.089
22 H -3.37245 -1.17670 -0.57374  C20 1.097
23 H -2.91859 -1.62964 -2.97898  C19 1.090
24 H -1.17666 -1.46148 -2.69673  C19 1.096
25 C -1.22763 2.48049 -1.97779  N16 1.450, H26 1.092, C27 1.537, H42 1.091
26 H -2.04370 2.98487 -2.49946  C25 1.092
27 C 0.02594 2.45265 -2.86632  C25 1.537, C28 1.526, H40 1.091, H41 1.090
28 C 1.04523 1.47232 -2.29256  C27 1.526, O29 1.211, N30 1.353
29 O 1.15013 0.33318 -2.69029  C28 1.211
30 N 1.79719 1.99032 -1.29404  C28 1.353, C31 1.429, H39 1.008
31 C 2.80897 1.26274 -0.59557  N30 1.429, C32 1.498, C33 1.500, H38 1.087
32 C 2.47720 -0.06674 0.00920  C31 1.498, C33 1.496, H36 1.078, H37 1.077
33 C 2.69489 1.12010 0.89371  C31 1.500, C32 1.496, H34 1.079, H35 1.079
34 H 3.59746 1.17661 1.48270  C33 1.079
35 H 1.82656 1.54690 1.37080  C33 1.079
36 H 3.22765 -0.84013 -0.02663  C32 1.078
37 H 1.46843 -0.42387 -0.10973  C32 1.077
38 H 3.80215 1.39122 -1.01837  C31 1.087
39 H 1.62787 2.93921 -0.99773  N30 1.008
40 H -0.25762 2.09560 -3.85707  C27 1.091
41 H 0.44666 3.45472 -2.95038  C27 1.090
42 H -1.02683 2.97593 -1.02630  C25 1.091
43 H -0.76962 1.06249 1.90604  C8 1.079
44 H 0.29846 0.45718 4.04621  C7 1.081
45 H 0.83859 -3.01870 5.16476  C5 1.092
46 H 0.78331 -1.32572 5.67751  C5 1.092

natural (NBO) charges in e:
1 C -0.592
2 H 0.205
3 H 0.208
4 H 0.206
5 C -0.419
6 C 0.010
7 C -0.222
8 C -0.183
9 C -0.020
10 C -0.198
11 C -0.223
12 H 0.210
13 H 0.208
14 C 0.217
15 N -0.253
16 N -0.300
17 C 0.685
18 O -0.601
19 C -0.499
20 C -0.461
21 H 0.228
22 H 0.228
23 H 0.239
24 H 0.251
25 C -0.201
26 H 0.232
27 C -0.514
28 C 0.694
29 O -0.629
30 N -0.615
31 C -0.069
32 C -0.400
33 C -0.425
34 H 0.214
35 H 0.218
36 H 0.218
37 H 0.234
38 H 0.200
39 H 0.391
40 H 0.249
41 H 0.215
42 H 0.210
43 H 0.225
44 H 0.210
45 H 0.208
46 H 0.208



DFT (wB97M-V/def2-TZVPD) results for 2 unconnected molecules or ions with the total composition C18H23N3O3.

Summary:
**HOMO level**: -7.89 eV
**Gap between HOMO and LUMO**: 0.304 Ha
**ΔE to the lowest compared entry with this formula, charge and spin**: 1509.2 kJ/mol

Each atom is followed by the atoms it is bonded to, with distances in Å.
Geometry (Å):
1 C -4.96044 -5.60943 0.93799  C2 1.447, H45 1.288, H46 0.963, H47 1.139
2 C -5.10463 -4.22802 1.34405  C1 1.447, H3 1.030, H4 1.062, O5 1.551
3 H -5.94370 -3.79938 0.92733  C2 1.030
4 H -5.06546 -4.08150 2.39481  C2 1.062
5 O -3.99347 -3.35914 0.69843  C2 1.551, C6 1.488
6 C -3.48734 -2.22317 1.51630  O5 1.488, O7 1.305, N8 1.383
7 O -4.06074 -1.72876 2.57936  C6 1.305
8 N -2.41320 -1.75427 0.78196  C6 1.383, C9 1.445, C37 1.392
9 C -1.63398 -2.35819 -0.27469  N8 1.445, H10 1.101, C11 1.520, H44 1.022
10 H -1.20981 -3.25352 0.20468  C9 1.101
11 C -0.46982 -1.49692 -0.73532  C9 1.520, N12 1.362, H42 1.165, H43 0.937
12 N 0.43026 -1.05194 0.18484  C11 1.362, C13 1.370, C36 1.589
13 C 1.13005 0.06963 -0.17617  N12 1.370, C14 1.265, H34 1.208, H35 1.109
14 C 0.81589 1.28922 -0.29542  C13 1.265, O15 1.318, C16 1.557
15 O -0.45126 1.65034 -0.32490  C14 1.318
16 C 1.81128 2.45107 -0.58550  C14 1.557, C17 1.476, C24 1.500
17 C 1.28616 3.81470 -0.79521  C16 1.476, N18 1.444, C30 1.366
18 N 2.52034 4.49127 -1.11891  C17 1.444, C19 1.497, H29 1.021
19 C 3.57342 3.44196 -1.29135  N18 1.497, C20 1.503, C24 1.287
20 C 4.99917 3.89563 -1.43200  C19 1.503, C21 1.315, H28 0.990
21 C 5.84364 2.90415 -1.61235  C20 1.315, C22 1.431, H27 0.961
22 C 5.62116 1.58660 -1.10117  C21 1.431, C23 1.481, H26 1.009
23 C 4.21229 1.18462 -0.88248  C22 1.481, C24 1.447, H25 1.127
24 C 3.28987 2.29496 -0.78223  C16 1.500, C19 1.287, C23 1.447
25 H 3.90669 0.10152 -0.95001  C23 1.127
26 H 6.12522 0.71867 -1.20003  C22 1.009
27 H 6.74850 3.21262 -1.71401  C21 0.961
28 H 5.27662 4.76909 -1.80722  C20 0.990
29 H 2.58706 5.49783 -1.27890  N18 1.021
30 C 0.04277 4.36726 -0.67223  C17 1.366, H31 0.965, H32 1.150, H33 1.132
31 H -0.31772 4.02996 0.15644  C30 0.965
32 H 0.12856 5.46490 -1.00290  C30 1.150
33 H -0.59807 3.90298 -1.48126  C30 1.132
34 H 2.00215 0.10583 0.65859  C13 1.208
35 H 1.72572 -0.32511 -1.02392  C13 1.109
36 C -0.18788 -0.98908 1.64688  N12 1.589, C37 1.735, H40 1.268, H41 1.042
37 C -1.86058 -0.62053 1.37169  N8 1.392, C36 1.735, H39 1.009
38 H -2.16226 -0.47007 2.77753  no bonds
39 H -1.95884 0.29153 0.95148  C37 1.009
40 H 0.35331 0.03665 2.15893  C36 1.268
41 H -0.16705 -1.67321 2.43234  C36 1.042
42 H -0.95788 -0.45654 -0.92851  C11 1.165
43 H -0.03997 -1.75932 -1.52558  C11 0.937
44 H -2.40317 -2.52914 -0.92556  C9 1.022
45 H -4.81873 -5.60851 -0.34233  C1 1.288
46 H -4.21716 -6.12729 1.26501  C1 0.963
47 H -5.94697 -6.06995 1.27153  C1 1.139

natural (NBO) charges in e:
1 C -0.577
2 C -0.063
3 H 0.183
4 H 0.203
5 O -0.588
6 C 0.907
7 O -0.652
8 N -0.491
9 C -0.199
10 H 0.192
11 C -0.221
12 N -0.446
13 C -0.326
14 C 0.509
15 O -0.661
16 C -0.211
17 C 0.313
18 N -0.563
19 C 0.174
20 C -0.185
21 C -0.213
22 C -0.208
23 C -0.180
24 C -0.133
25 H 0.223
26 H 0.206
27 H 0.193
28 H 0.199
29 H 0.414
30 C -0.672
31 H 0.261
32 H 0.217
33 H 0.269
34 H 0.251
35 H 0.254
36 C -0.237
37 C -0.171
38 H 0.216
39 H 0.204
40 H 0.191
41 H 0.203
42 H 0.184
43 H 0.188
44 H 0.236
45 H 0.193
46 H 0.195
47 H 0.219



The highest HOMO level belongs to which entry?
C18H23N3O3



Which of these has the lowest HOMO level?
C18H23N2O